Computed, not measured: a 8-piece molecular cluster, C19H58ClO29P6 overall in a non-equilibrium geometry, with ωB97M-V/def2-TZVPD.

The geometry in ORCA input format:
```
! wB97M-V def2-TZVPD RIJCOSX def2/J DEFGRID3
* xyz -1 1
Cl -20.498 -3.042 -6.662
O -21.608 -2.521 -5.885
O -20.351 -4.480 -6.467
O -20.703 -2.778 -8.048
O -19.291 -2.407 -6.186
C -23.739 -5.142 -7.020
O -24.119 -3.938 -7.659
P -24.071 -3.861 -9.260
O -22.798 -4.049 -9.928
O -25.186 -4.971 -9.706
C -26.259 -5.446 -8.898
O -24.783 -2.486 -9.606
C -25.935 -2.040 -8.882
H -24.377 -5.393 -6.167
H -22.760 -5.016 -6.548
H -23.673 -6.007 -7.681
H -27.170 -5.031 -9.331
H -26.161 -5.151 -7.855
H -26.273 -6.532 -8.961
H -25.580 -1.200 -8.287
H -26.359 -2.818 -8.249
H -26.715 -1.723 -9.572
C -16.877 3.985 -5.277
O -18.219 3.516 -5.188
P -18.949 2.811 -6.404
O -18.097 2.110 -7.381
O -20.076 1.945 -5.698
C -19.673 0.975 -4.722
O -19.763 4.069 -7.010
C -20.805 3.759 -7.931
H -16.374 3.718 -6.207
H -16.323 3.556 -4.442
H -16.900 5.072 -5.189
H -20.160 0.031 -4.969
H -20.002 1.274 -3.726
H -18.594 0.819 -4.726
H -20.795 2.714 -8.234
H -20.728 4.389 -8.821
H -21.784 4.047 -7.542
C -20.949 -7.675 -8.447
O -19.683 -7.048 -8.322
P -19.248 -6.143 -9.606
O -20.146 -5.084 -10.056
O -17.769 -5.675 -9.192
C -17.457 -5.261 -7.864
O -18.915 -7.195 -10.758
C -18.428 -8.496 -10.444
H -21.760 -6.959 -8.585
H -21.150 -8.236 -7.536
H -21.007 -8.371 -9.290
H -16.371 -5.361 -7.773
H -17.857 -5.896 -7.074
H -17.723 -4.217 -7.712
H -19.181 -9.247 -10.673
H -17.997 -8.548 -9.446
H -17.572 -8.678 -11.104
C -17.807 -0.471 -8.830
O -17.509 -1.730 -9.401
P -17.903 -2.103 -10.893
O -19.283 -2.467 -11.171
O -17.296 -0.852 -11.727
C -16.781 -0.959 -13.060
O -16.914 -3.331 -11.205
C -15.571 -3.312 -10.833
H -16.899 0.027 -8.477
H -18.422 -0.461 -7.929
H -18.276 0.203 -9.546
H -17.341 -1.749 -13.561
H -15.722 -1.207 -13.004
H -16.960 -0.001 -13.539
H -14.883 -3.560 -11.646
H -15.386 -3.986 -9.990
H -15.150 -2.375 -10.439
C -21.618 -11.139 -5.415
O -21.957 -10.347 -4.288
P -22.019 -8.757 -4.428
O -22.972 -8.255 -5.436
O -20.477 -8.362 -4.578
C -20.149 -7.001 -4.866
O -22.420 -8.288 -2.961
C -21.940 -8.964 -1.798
H -21.808 -10.612 -6.353
H -22.268 -12.015 -5.425
H -20.582 -11.475 -5.387
H -20.986 -6.305 -4.872
H -19.653 -6.910 -5.832
H -19.414 -6.607 -4.160
H -21.635 -8.182 -1.103
H -21.115 -9.667 -1.917
H -22.779 -9.542 -1.402
C -19.214 0.262 -0.238
O -20.320 -0.497 -0.714
P -20.306 -2.107 -0.526
O -20.117 -2.599 0.852
O -19.180 -2.581 -1.546
C -19.176 -2.144 -2.908
O -21.720 -2.489 -1.130
C -22.934 -1.905 -0.648
H -19.110 1.102 -0.925
H -18.266 -0.280 -0.210
H -19.430 0.615 0.772
H -20.129 -1.661 -3.134
H -19.106 -2.980 -3.599
H -18.407 -1.416 -3.162
H -23.596 -2.725 -0.385
H -23.330 -1.244 -1.417
H -22.733 -1.306 0.244
C -16.159 -0.505 -4.843
O -14.804 -0.944 -4.811
H -16.733 -1.204 -5.447
H -16.617 -0.305 -3.873
H -16.145 0.432 -5.415
H -14.229 -0.270 -4.446
*
```

Frontier orbital gap   8.3 eV
HOMO energy   -6.233 eV

Löwdin population analysis, charges in e, atoms 1 to 4: 0.63, -0.37, -0.38, -0.31



Computed, not measured: C20H22N3O6PdS as an isolated structure, with ωB97M-V/def2-TZVPD.

The geometry in ORCA input format:
```
! wB97M-V def2-TZVPD RIJCOSX def2/J DEFGRID3
* xyz 1 5
Pd -0.056 -0.874 0.109
O 0.835 -4.270 2.195
C 0.289 -3.215 2.043
O -0.637 -2.670 1.464
C 1.177 -2.092 3.085
C 0.317 -0.847 3.300
C 0.933 -0.103 4.495
C 2.231 0.463 3.866
C 2.130 -0.058 2.433
O 0.697 -0.007 2.190
C 2.416 -1.568 2.387
C 2.695 -2.062 0.917
O 3.666 -2.762 0.760
O 1.918 -1.620 -0.020
H 1.349 -2.702 3.963
H -0.757 -0.991 3.313
H 0.258 0.690 4.814
H 1.111 -0.760 5.345
H 2.235 1.552 3.875
H 3.137 0.116 4.359
H 2.657 0.515 1.681
H 3.307 -1.842 2.946
C 1.488 2.113 -0.245
C 1.156 1.571 -1.598
C 1.568 2.273 -2.752
C 1.290 1.768 -3.983
C 0.579 0.554 -4.086
C 0.243 -0.013 -5.341
C -0.469 -1.186 -5.428
C -0.869 -1.829 -4.261
C -0.551 -1.314 -2.996
S -1.051 -2.180 -1.633
C 0.197 -0.087 -2.897
N 0.501 0.427 -1.677
H 1.597 3.196 -0.273
H 2.448 1.690 0.057
H 0.733 1.838 0.489
H 2.103 3.205 -2.634
H 1.600 2.284 -4.884
H 0.562 0.502 -6.240
H -0.717 -1.609 -6.391
H -1.427 -2.755 -4.312
C -4.845 2.325 0.355
N -3.541 1.836 0.763
C -2.911 0.770 0.240
N -3.543 0.099 -0.754
O -1.783 0.445 0.658
H -5.088 3.198 0.951
H -5.624 1.580 0.530
H -4.853 2.619 -0.696
H -3.017 2.330 1.464
H -4.517 0.257 -0.944
H -3.167 -0.800 -1.004
*
```

Frontier orbital gap (spin up / spin down)   7.9 / 5.8 eV
HOMO energy (spin up / spin down)   -11.426 / -11.546 eV
⟨S²⟩   6.044

Löwdin population analysis, charges in e, atoms 1 to 4: 0.93, 0.24, -0.52, 0.01



Computed, not measured: C53H37FN5O9PRuS4 as an isolated structure in a non-equilibrium geometry, with ωB97M-V/def2-TZVPD.

The geometry in ORCA input format:
```
! wB97M-V def2-TZVPD RIJCOSX def2/J DEFGRID3
* xyz -1 2
Ru 0.022 0.206 -0.203
S 5.620 -0.425 0.923
C 7.311 -0.571 0.839
C 7.806 -0.082 -0.333
C 6.783 0.422 -1.175
C 5.536 0.311 -0.625
C 4.247 0.705 -1.216
C 3.048 0.462 -0.506
N 1.874 0.752 -1.007
C 1.783 1.295 -2.235
C 2.895 1.618 -2.997
C 2.685 2.243 -4.276
C 1.438 2.520 -4.717
C 0.276 2.174 -3.939
C -1.046 2.468 -4.322
C -2.094 2.137 -3.501
C -1.807 1.429 -2.313
N -0.584 1.101 -1.956
C 0.458 1.528 -2.726
C -3.496 2.487 -3.783
C -4.553 2.411 -2.923
C -5.771 2.851 -3.510
C -5.608 3.255 -4.799
S -3.987 3.104 -5.309
C 4.154 1.301 -2.453
H 7.851 -1.014 1.660
H 8.856 -0.083 -0.587
H 6.971 0.844 -2.152
H 3.026 0.018 0.482
H 3.548 2.499 -4.877
H 1.291 3.010 -5.671
H -1.221 2.990 -5.257
H -2.597 1.120 -1.644
H -4.477 2.072 -1.900
H -6.716 2.872 -2.989
H -6.354 3.631 -5.481
H 5.046 1.524 -3.025
O -0.711 -5.882 -3.466
C 0.340 -5.236 -3.657
O 1.313 -5.465 -4.394
C 0.405 -3.934 -2.888
C 0.141 -2.725 -3.529
C 0.113 -1.550 -2.821
N 0.361 -1.480 -1.497
C 0.667 -2.638 -0.884
C 0.696 -3.854 -1.531
C 0.982 -2.507 0.572
O 1.373 -3.451 1.229
O 0.814 -1.300 1.010
H -0.064 -2.711 -4.592
H -0.114 -0.636 -3.336
H 0.944 -4.730 -0.947
C -0.989 3.861 3.833
O -1.181 3.242 2.554
C -0.314 3.486 1.576
S 0.930 4.545 1.690
S -0.789 2.649 0.086
H -1.899 3.641 4.386
H -0.851 4.934 3.712
H -0.120 3.417 4.316
F 3.867 -2.624 4.620
C 4.304 -1.393 4.329
C 3.491 -0.479 3.788
N 3.916 0.799 3.496
C 3.033 1.824 2.914
C 1.585 1.332 2.804
O 0.952 1.224 3.862
O 1.202 1.071 1.629
C 5.211 1.191 3.733
O 5.630 2.307 3.497
N 6.026 0.205 4.263
C 5.693 -1.098 4.624
O 6.514 -1.846 5.113
H 2.464 -0.721 3.555
H 3.432 2.108 1.941
H 3.047 2.704 3.556
H 6.979 0.486 4.439
C -5.960 1.755 0.620
C -5.914 0.595 -0.136
C -4.739 -0.148 -0.203
C -3.602 0.265 0.489
C -3.659 1.434 1.251
C -4.828 2.173 1.312
P -2.041 -0.710 0.569
C -2.442 -2.246 -0.325
C -2.335 -3.492 0.292
C -2.569 -4.657 -0.425
C -2.914 -4.600 -1.766
C -3.011 -3.365 -2.392
C -2.762 -2.202 -1.682
C -2.134 -1.173 2.325
C -1.163 -0.725 3.205
C -1.294 -0.966 4.569
C -2.388 -1.663 5.048
C -3.377 -2.100 4.168
C -3.260 -1.844 2.816
H -6.877 2.329 0.681
H -6.791 0.259 -0.676
H -4.723 -1.058 -0.786
H -2.786 1.769 1.793
H -4.852 3.079 1.903
H -2.029 -3.561 1.327
H -2.445 -5.617 0.059
H -3.050 -5.509 -2.332
H -3.237 -3.312 -3.449
H -2.802 -1.250 -2.203
H -0.318 -0.170 2.833
H -0.534 -0.592 5.244
H -2.484 -1.861 6.109
H -4.245 -2.630 4.542
H -4.045 -2.158 2.138
*
```

Frontier orbital gap (spin up / spin down)   6.1 / 6.0 eV
HOMO energy (spin up / spin down)   -5.627 / -5.578 eV
⟨S²⟩   0.757

Löwdin population analysis, charges in e, atoms 1 to 4: 1.10, 1.12, -0.38, -0.17



Values for electronic energy, eV, ordered as above
-148283.6284 -52160.8373 -139375.1826